#1
A 4-piece molecular cluster, C8H24O4 overall. Source: the Open Molecules 2025 dataset; level of theory: ωB97M-V/def2-TZVPD.

2S+1 = 2
orbital gap (spin up / spin down) = 10.370 / 3.227 eV
<S²> = 0.76
net charge = +1
molar mass = 184.28 g/mol
LUMO level (spin up / spin down) = -2.4 / -9.5 eV

Geometry as XYZ:
```
36
Properties=species:S:1:pos:R:3:lowdin_spin:R:1
C 2.654 0.847 -1.654 0.00
C 3.783 -0.175 -2.242 0.00
O 3.201 -1.470 -2.206 0.00
H 3.013 1.871 -1.548 0.00
H 2.294 0.628 -0.648 0.00
H 1.762 0.904 -2.277 0.00
H 4.769 -0.171 -1.777 0.00
H 4.072 0.059 -3.266 0.00
H 3.945 -2.063 -2.074 0.00
C 0.035 1.386 2.202 0.01
C 0.208 2.382 1.055 0.05
O 1.260 3.214 1.327 0.13
H 0.924 0.770 2.340 0.00
H -0.731 0.645 1.973 0.00
H -0.026 1.841 3.191 0.00
H -0.657 2.988 0.790 0.01
H 0.503 2.028 0.067 0.03
H 1.064 4.119 1.073 0.00
C -1.092 0.233 -2.482 0.01
C -1.438 -0.170 -1.000 0.11
O -2.586 0.482 -0.389 0.54
H -0.699 1.240 -2.615 0.00
H -2.007 0.072 -3.052 0.00
H -0.365 -0.532 -2.756 0.00
H -0.521 -0.003 -0.434 0.05
H -1.669 -1.235 -0.976 0.04
H -2.636 0.059 0.471 0.01
C -1.288 -2.509 1.807 0.00
C -2.750 -2.293 1.566 0.00
O -2.898 -0.962 1.935 0.00
H -0.616 -1.958 1.149 0.00
H -1.070 -3.571 1.916 0.00
H -1.033 -2.158 2.807 0.00
H -3.387 -2.842 2.260 0.00
H -3.025 -2.656 0.576 0.00
H -2.992 -1.000 2.890 0.00
```

=====

#2
A 4-piece molecular cluster, C8H24O4 overall. Source: the Open Molecules 2025 dataset; level of theory: ωB97M-V/def2-TZVPD.

2S+1 = 2
orbital gap (spin up / spin down) = 9.352 / 2.123 eV
<S²> = 0.76
net charge = +1
molar mass = 184.28 g/mol
LUMO level (spin up / spin down) = -3.0 / -10.2 eV

Geometry as XYZ:
```
36
Properties=species:S:1:pos:R:3:lowdin_spin:R:1
C 2.417 -15.548 -1.173 0.00
C 2.543 -15.543 -2.689 0.01
O 3.713 -14.726 -3.087 0.07
H 3.237 -16.032 -0.642 0.00
H 1.498 -16.041 -0.853 0.00
H 2.361 -14.515 -0.830 0.00
H 1.698 -15.025 -3.141 0.01
H 2.463 -16.485 -3.232 0.00
H 3.986 -14.824 -4.003 0.00
C 4.474 -18.547 -3.753 0.00
C 5.050 -19.506 -4.798 0.00
O 4.302 -19.441 -5.964 0.00
H 4.694 -17.488 -3.891 0.00
H 4.726 -18.727 -2.708 0.00
H 3.388 -18.557 -3.662 0.00
H 4.995 -20.550 -4.490 0.00
H 6.115 -19.308 -4.918 0.00
H 4.528 -20.307 -6.311 0.00
C 6.807 -15.920 -2.128 0.01
C 7.968 -16.817 -1.899 0.03
O 8.965 -16.172 -1.182 0.11
H 7.017 -15.160 -2.881 0.00
H 6.364 -15.445 -1.252 0.00
H 5.932 -16.413 -2.551 0.00
H 8.397 -17.164 -2.838 0.00
H 7.583 -17.683 -1.361 0.02
H 9.791 -16.558 -1.482 0.00
C 8.090 -11.839 -2.315 0.10
C 8.086 -11.968 -0.798 0.09
O 7.564 -10.749 -0.191 0.51
H 7.071 -11.798 -2.700 0.00
H 8.486 -12.780 -2.696 0.01
H 8.701 -11.019 -2.691 0.00
H 9.096 -12.243 -0.492 0.01
H 7.405 -12.776 -0.530 0.02
H 6.610 -10.858 -0.193 0.00
```

=====

Most stable: #1. Least stable: #2.

=====

#1
A 2-piece molecular cluster, C2H7NS2 overall. Source: the Open Molecules 2025 dataset; level of theory: ωB97M-V/def2-TZVPD.

SMILES = C=CN.SS
orbital gap = 8.258 eV
molar mass = 109.22 g/mol
LUMO level = 0.1 eV

Geometry as XYZ:
```
12
Properties=species:S:1:pos:R:3:nbo_charge:R:1
S -3.245 -0.084 -1.215 -0.13
S -2.427 1.025 0.356 -0.13
H -4.500 -0.173 -0.736 0.13
H -2.591 0.113 1.360 0.13
C 2.554 0.539 -0.291 -0.53
C 1.770 -0.244 0.439 0.01
N 0.663 -0.967 0.000 -0.82
H 2.467 0.701 -1.357 0.19
H 3.272 1.148 0.238 0.20
H 1.741 -0.098 1.516 0.18
H 0.363 -0.680 -0.906 0.37
H -0.067 -1.279 0.594 0.38
```

=====

#2
An isolated molecule of C2H7NS2. Source: the Open Molecules 2025 dataset; level of theory: ωB97M-V/def2-TZVPD.

SMILES = NCCSS
orbital gap = 9.750 eV
molar mass = 109.22 g/mol
LUMO level = 0.6 eV

Geometry as XYZ:
```
12
Properties=species:S:1:pos:R:3:nbo_charge:R:1
N -0.294 -1.654 1.456 -0.80
C -0.452 -0.242 1.064 -0.24
C 0.376 0.153 -0.165 -0.56
S -0.723 0.711 -1.522 0.07
S -0.205 2.523 -2.223 -0.11
H 0.697 -1.813 1.648 0.34
H -0.425 -2.224 0.637 0.34
H -1.518 -0.111 0.949 0.21
H -0.102 0.338 1.919 0.20
H 1.172 0.861 0.082 0.24
H 0.921 -0.688 -0.576 0.21
H 0.552 2.146 -3.269 0.12
```

=====

Most stable: #2. Least stable: #1.

=====

#1
A 2-piece molecular cluster, C2H7NS2 overall. Source: the Open Molecules 2025 dataset; level of theory: ωB97M-V/def2-TZVPD.

SMILES = C=CN.SS
orbital gap = 8.739 eV
molar mass = 109.22 g/mol
LUMO level = 0.4 eV

Geometry as XYZ:
```
12
Properties=species:S:1:pos:R:3:nbo_charge:R:1
S -2.670 0.061 -1.570 -0.15
S -2.680 0.852 0.423 -0.17
H -2.298 -1.167 -1.179 0.13
H -1.493 0.205 0.646 0.17
C 1.357 0.088 -0.981 -0.49
C 1.100 -0.487 0.191 -0.01
N 0.636 0.251 1.320 -0.84
H 0.988 1.106 -1.045 0.20
H 1.888 -0.386 -1.788 0.22
H 1.363 -1.500 0.472 0.19
H 0.901 1.216 1.357 0.38
H 0.909 -0.239 2.152 0.37
```

=====

#2
An isolated molecule of C2H7NS2. Source: the Open Molecules 2025 dataset; level of theory: ωB97M-V/def2-TZVPD.

SMILES = NCCSS
orbital gap = 9.399 eV
molar mass = 109.22 g/mol
LUMO level = 0.4 eV

Geometry as XYZ:
```
12
Properties=species:S:1:pos:R:3:nbo_charge:R:1
N -0.180 -1.395 1.521 -0.86
C 0.710 -0.388 0.959 -0.22
C 0.289 0.224 -0.370 -0.57
S -1.207 1.196 -0.291 0.15
S -1.141 2.375 -1.901 -0.18
H 0.169 -2.340 1.461 0.37
H -1.146 -1.351 1.233 0.37
H 0.938 0.383 1.728 0.19
H 1.669 -0.826 0.636 0.20
H 1.175 0.745 -0.727 0.23
H 0.127 -0.595 -1.090 0.21
H -1.403 1.973 -3.159 0.13
```

=====

Most stable: #2. Least stable: #1.

=====

#1
An isolated molecule of C5H10N2S. Source: the Open Molecules 2025 dataset; level of theory: ωB97M-V/def2-TZVPD.

SMILES = C=NN[C@@]1(C)C[C@H]1S
orbital gap = 9.033 eV
molar mass = 130.22 g/mol
LUMO level = 0.5 eV

Geometry as XYZ:
```
18
Properties=species:S:1:pos:R:3:nbo_charge:R:1
C -1.956 -0.312 0.614 -0.61
C -0.619 0.178 0.058 0.11
C -0.383 1.541 -0.140 -0.44
C -0.731 0.824 -1.328 -0.36
C 2.229 -1.703 1.342 -0.20
H -1.984 -1.462 0.251 0.23
H -2.035 -0.462 1.681 0.23
H -2.779 0.352 0.265 0.22
H -1.046 2.224 0.315 0.23
H 0.656 1.866 0.002 0.23
H -1.638 0.782 -1.963 0.25
H 1.611 1.895 -1.954 0.14
H 1.169 -0.498 -0.593 0.36
H 2.590 -2.262 2.285 0.20
H 2.840 -1.786 0.455 0.15
N 0.487 -0.783 0.041 -0.43
N 0.982 -1.229 1.254 -0.22
S 0.606 0.836 -2.586 -0.06
```

=====

#2
An isolated molecule of C5H10N2S. Source: the Open Molecules 2025 dataset; level of theory: ωB97M-V/def2-TZVPD.

SMILES = [H]/N=C(N)/C=C(/C)SC
orbital gap = 9.155 eV
molar mass = 130.22 g/mol
LUMO level = 0.7 eV

Geometry as XYZ:
```
18
Properties=species:S:1:pos:R:3:nbo_charge:R:1
C 0.878 -1.330 2.419 -0.76
C 0.113 -0.822 -0.234 -0.12
C 0.243 -2.317 -0.389 -0.65
C -0.608 -0.113 -1.102 -0.27
C -0.930 1.338 -1.207 0.40
H 1.360 -0.896 3.309 0.24
H -0.179 -1.512 2.673 0.22
H 1.376 -2.285 2.172 0.22
H 1.307 -2.576 -0.447 0.22
H -0.232 -2.862 0.458 0.22
H -0.257 -2.659 -1.323 0.23
H -1.052 -0.669 -1.940 0.23
H -0.291 1.821 0.652 0.40
H -0.902 3.119 -0.225 0.38
H -1.764 2.664 -2.283 0.32
N -0.494 2.209 -0.243 -0.82
N -1.585 1.653 -2.267 -0.69
S 1.063 -0.107 1.101 0.22
```

=====

#3
C5H10N2S as an isolated structure. Source: the Open Molecules 2025 dataset; level of theory: ωB97M-V/def2-TZVPD.

orbital gap = 9.584 eV
molar mass = 130.22 g/mol
LUMO level = 0.5 eV

Geometry as XYZ:
```
18
Properties=species:S:1:pos:R:3:nbo_charge:R:1
C 0.504 -1.401 -1.483 -0.62
C -0.547 -0.286 -1.400 -0.30
C -1.373 -0.474 -0.284 -0.42
C -0.444 0.584 -0.261 -0.07
C 0.989 0.700 2.879 -0.11
H 0.025 -2.893 -1.093 0.17
H 1.322 -1.541 -2.501 0.26
H 1.151 -1.171 -0.282 0.27
H -0.327 1.608 -2.812 0.14
H -2.550 -0.227 -0.092 0.24
H -1.207 -1.416 0.199 0.25
H -0.729 1.752 -0.341 0.20
H 1.082 1.453 0.734 0.35
H 1.001 0.593 4.017 0.19
H 1.888 1.431 2.643 0.15
N 0.517 0.509 0.767 -0.48
N 0.035 0.330 2.129 -0.22
S -1.338 0.451 -2.819 0.01
```

=====

#4
A 2-piece molecular cluster, C5H10N2S overall. Source: the Open Molecules 2025 dataset; level of theory: ωB97M-V/def2-TZVPD.

SMILES = CC1(C)S[C@@H]1N.C#N
orbital gap = 9.116 eV
molar mass = 130.22 g/mol
LUMO level = 0.9 eV

Geometry as XYZ:
```
18
Properties=species:S:1:pos:R:3:nbo_charge:R:1
C 4.101 -0.126 -0.362 0.10
C 0.282 1.616 -0.254 -0.62
C -1.625 -0.175 -0.439 -0.65
C 0.523 -0.985 0.554 -0.08
C -0.143 0.079 -0.213 -0.09
N 3.694 0.538 0.449 -0.34
N -0.332 -1.831 1.113 -0.82
S 0.965 -0.967 -1.275 -0.09
H -0.094 2.131 0.632 0.21
H 0.113 2.218 -1.205 0.22
H 1.394 1.567 -0.284 0.24
H -2.168 0.505 -0.973 0.22
H -2.096 -0.109 0.530 0.21
H -1.715 -1.136 -1.042 0.23
H 1.477 -0.726 1.136 0.25
H -0.025 -2.569 1.662 0.38
H -1.264 -1.964 0.768 0.39
H 4.757 -0.830 -0.867 0.24
```

=====

Most stable: #2. Least stable: #3.

=====

#1
An isolated molecule of C5H10N2S. Source: the Open Molecules 2025 dataset; level of theory: ωB97M-V/def2-TZVPD.

SMILES = SCCC1=NCCN1
orbital gap = 9.300 eV
molar mass = 130.22 g/mol
LUMO level = 0.7 eV

Geometry as XYZ:
```
18
Properties=species:S:1:pos:R:3:nbo_charge:R:1
C -2.102 0.584 -0.360 -0.46
C -1.138 1.141 0.749 -0.46
C 0.192 0.393 0.544 0.43
C 1.722 -1.217 0.369 -0.27
C 1.845 -0.368 -0.971 -0.24
H -1.822 -1.702 1.109 0.18
H -1.785 0.670 -1.326 0.22
H -2.976 1.070 -0.174 0.20
H -1.088 2.190 0.682 0.22
H -1.470 0.979 1.794 0.23
H 1.573 -2.321 0.220 0.20
H 2.786 -1.200 0.790 0.19
H 1.762 -0.981 -1.883 0.21
H 2.812 0.217 -0.908 0.19
H 0.928 1.869 -0.688 0.38
N 0.559 -0.777 1.153 -0.47
N 0.682 0.686 -0.775 -0.65
S -2.479 -1.234 -0.326 -0.13
```

=====

#2
C5H10N2S as an isolated structure. Source: the Open Molecules 2025 dataset; level of theory: ωB97M-V/def2-TZVPD.

orbital gap = 9.698 eV
molar mass = 130.22 g/mol
LUMO level = 0.5 eV

Geometry as XYZ:
```
18
Properties=species:S:1:pos:R:3:nbo_charge:R:1
C 1.994 0.524 -0.023 0.26
C -1.630 -0.438 -0.712 -0.63
C -0.280 -0.399 1.540 -0.63
C 0.693 0.460 -0.612 -0.14
C -0.295 -0.525 0.051 -0.11
N 3.112 0.398 0.199 -0.29
N 0.106 1.731 -0.461 -0.84
S 0.495 -2.145 -0.272 -0.05
H -2.202 -1.490 -0.682 0.23
H -1.583 -0.190 -1.709 0.22
H -2.145 0.340 -0.080 0.23
H -0.321 0.680 1.991 0.22
H 0.579 -0.816 1.912 0.22
H -1.072 -0.904 1.874 0.22
H 0.870 0.201 -1.930 0.20
H -0.738 1.946 -0.914 0.37
H 0.762 2.466 -0.636 0.37
H 1.656 -1.841 0.462 0.14
```

=====

#3
An isolated molecule of C5H10N2S. Source: the Open Molecules 2025 dataset; level of theory: ωB97M-V/def2-TZVPD.

SMILES = C/C=C(\C)C(=S)NN
orbital gap = 8.837 eV
molar mass = 130.22 g/mol
LUMO level = 0.5 eV

Geometry as XYZ:
```
18
Properties=species:S:1:pos:R:3:nbo_charge:R:1
C -2.298 -0.343 -0.765 -0.65
C -0.812 -0.084 -0.803 -0.15
C 0.152 -0.493 0.034 -0.09
C -0.018 -1.425 1.193 -0.64
C 1.582 -0.143 -0.264 0.11
H -2.615 -0.825 0.168 0.22
H -2.583 -0.984 -1.626 0.23
H -2.820 0.610 -0.859 0.22
H -0.452 0.528 -1.656 0.20
H 0.278 -0.808 2.127 0.21
H -1.060 -1.781 1.302 0.22
H 0.578 -2.332 1.075 0.25
H 2.862 1.354 -0.397 0.39
H 1.045 2.124 1.288 0.36
H 0.354 2.485 -0.194 0.37
N 1.886 1.163 -0.301 -0.42
N 1.215 2.265 0.287 -0.65
S 2.704 -1.311 -0.609 -0.16
```

=====

Most stable: #3. Least stable: #1.

=====

#1
An isolated ion of composition C3H6N3S and charge +1. Source: the Open Molecules 2025 dataset; level of theory: ωB97M-V/def2-TZVPD.

SMILES = N=[N+]=S1#CNCC1
orbital gap (spin up / spin down) = 7.708 / 7.707 eV
net charge = +1
molar mass = 116.17 g/mol
LUMO level (spin up / spin down) = -5.6 / -5.6 eV

Geometry as XYZ:
```
13
Properties=species:S:1:pos:R:3:nbo_charge:R:1
C 0.691 1.650 0.079 0.02
C 0.792 -0.291 -1.350 -0.26
C 0.498 -0.982 -0.021 -0.55
N -2.636 0.160 2.160 -0.15
N -2.012 -0.040 1.228 0.11
N 0.992 1.114 -1.039 -0.53
S 0.049 0.338 1.168 0.48
H 1.693 -0.689 -1.822 0.24
H -0.042 -0.386 -2.053 0.23
H -0.308 -1.709 -0.072 0.26
H 1.390 -1.453 0.395 0.26
H -2.500 0.576 3.082 0.43
H 1.393 1.714 -1.756 0.44
```

=====

#2
An isolated ion of composition C3H6N3S and charge +1. Source: the Open Molecules 2025 dataset; level of theory: ωB97M-V/def2-TZVPD.

orbital gap = 6.868 eV
net charge = +1
molar mass = 116.17 g/mol
LUMO level = -6.1 eV

Geometry as XYZ:
```
13
Properties=species:S:1:pos:R:3:nbo_charge:R:1
C 0.140 -1.349 -0.133 0.30
C 1.270 0.637 0.144 0.08
C -1.163 0.679 -0.124 -0.40
N 2.248 -1.366 0.073 -0.34
N 0.129 -0.063 -0.003 -0.31
N 2.462 -0.094 0.020 -0.19
S 4.040 0.408 -0.041 0.12
H -0.605 -2.067 0.125 0.26
H 1.488 1.648 -0.040 0.26
H -1.518 0.821 0.897 0.26
H -0.925 1.584 -0.669 0.26
H -1.914 -0.011 -0.729 0.26
H 3.001 -2.051 0.117 0.45
```

=====

Most stable: #1. Least stable: #2.